Formula: C15H21CoIN2O
Source: the OMol25 dataset
Level of theory: ωB97M-V/def2-TZVPD

Geometry (Å):
1 Co 0.6060 1.2170 -0.2859
2 C 2.7680 1.4202 0.0566
3 H -1.7889 -0.7889 2.0082
4 H 1.2005 3.1501 0.3482
5 H 2.7805 3.3307 0.8823
6 H 1.7452 2.3040 1.8589
7 C -3.7199 1.3784 -1.2016
8 C 1.7389 -1.6140 -0.9931
9 H -1.3232 -2.6238 -3.0690
10 H 3.5793 1.9306 -0.4841
11 H -2.8089 -1.3091 -3.0758
12 H -0.4565 -1.8963 2.4000
13 H -2.3312 2.3558 0.1754
14 N 0.7520 -0.7323 -1.2114
15 H -4.7836 0.1984 -2.6848
16 H 1.8549 0.8967 3.5372
17 H 1.7571 -0.8723 3.3696
18 O 0.5002 0.2127 1.2588
19 C 0.6583 -3.2404 -2.4069
20 H 2.5940 -3.5295 -1.4314
21 C 1.7412 -2.8753 -1.5982
22 H 2.5407 -1.3040 -0.3206
23 H 2.3078 0.7869 -0.7279
24 C -0.9473 -0.9557 2.6875
25 C 1.1805 0.0386 3.5691
26 C -1.5629 -0.2771 -1.6816
27 H 0.7620 -0.0314 4.5793
28 H -0.4884 1.1090 2.8458
29 N -1.4488 0.7522 -0.8025
30 C 2.0048 2.5591 0.8296
31 C -0.4240 -2.3711 -2.5062
32 I 0.4481 2.7640 -2.1896
33 H -4.5331 2.0635 -0.9868
34 C -2.4980 1.5463 -0.5386
35 H 0.6401 -4.2001 -2.9170
36 C 0.0513 0.1848 2.5599
37 C -3.8547 0.3503 -2.1385
38 C -2.7699 -0.4837 -2.3656
39 C -0.3820 -1.1362 -1.8390
40 H 3.2333 0.7378 0.7764
41 H -1.3234 -1.0461 3.7133

Results
- Highest occupied orbital energy (alpha / beta): -7.72 / -7.58 eV
- Spin multiplicity: 4
- Energy above the lowest of the compared OMol25 structures with the same formula, charge and spin: 0.0 kcal per mole
- Net charge: 0

Formula: C28H40AlBN10S
Source: the OMol25 dataset
Level of theory: ωB97M-V/def2-TZVPD

Geometry (Å):
1 N 0.7812 -1.7461 0.3085
2 C 3.2662 1.9515 2.2103
3 C 1.1292 1.1561 2.8833
4 C 2.1781 4.2353 0.8611
5 H -3.3827 -3.9448 0.5516
6 H -0.7043 -1.4412 -4.6364
7 C 0.3356 4.0119 2.4762
8 H -3.4290 -5.1548 -0.7263
9 H -1.9979 -5.0094 0.3028
10 C 1.1673 3.2278 1.4334
11 H 4.9519 0.8148 2.8902
12 C 3.8711 0.8974 2.8878
13 N -1.4213 -1.3516 1.4083
14 H -2.9352 2.2916 3.0354
15 H 1.6205 5.0343 0.3688
16 H 2.8185 3.7766 0.1047
17 C 1.7219 0.1007 3.5572
18 H 1.5343 -4.5115 0.2205
19 H -0.0071 -0.2951 -2.3946
20 C -2.0995 -1.6282 2.5327
21 C -2.3625 0.5127 2.0273
22 N -1.3219 -2.5247 -0.8760
23 S -2.5536 1.5307 -1.3087
24 C 0.6862 1.4622 -5.3486
25 H -2.2916 -0.7015 -4.3654
26 C 2.9536 -1.5644 0.0080
27 C -1.7792 -2.2513 -2.9647
28 H 3.8957 2.6697 1.7017
29 N -1.5541 -0.0312 1.1061
30 C 2.9991 0.8837 -0.8012
31 H -0.2127 4.8064 1.9642
32 H -0.3943 3.3694 2.9692
33 H 1.5760 1.7533 -4.7899
34 C 1.9401 -2.4121 0.4066
35 C -2.2292 -3.4747 -1.1890
36 C 2.3342 -0.3617 -0.3166
37 H 3.5743 -0.8611 4.0865
38 N -1.6053 2.3323 -5.0096
39 C -1.7336 -1.6404 -4.3298
40 C 3.1041 -0.0397 3.5597
41 H 1.5972 -3.9258 1.8809
42 C -0.5448 1.7328 -4.5709
43 H -3.3567 -0.3435 3.8124
44 H 3.9848 0.9730 -0.3489
45 N 1.0069 -0.4854 -0.1582
46 H -3.2361 -3.9352 -3.0953
47 H -0.5615 -3.3673 1.0556
48 C -2.7317 -0.4694 2.9450
49 H 4.0099 -1.7710 0.0012
50 H -2.4586 -3.7534 2.5573
51 C -2.7698 1.9465 2.0147
52 H -1.9957 2.5570 1.5419
53 H 2.3866 1.7583 -0.5516
54 C -2.7829 -4.4496 -0.2065
55 H 1.0901 1.0351 -2.5379
56 N -2.4657 2.3325 -3.9434
57 H 3.0912 -4.1003 0.9514
58 H 2.8098 4.6889 1.6325
59 C -1.9486 1.7686 -2.8441
60 H -2.1743 -2.3120 -5.0647
61 H 3.1553 0.8378 -1.8861
62 H -3.7030 2.0722 1.4617
63 B -0.6292 -2.3120 0.4975
64 Al -0.3587 1.0102 -0.1371
65 C 0.2996 2.6680 0.3056
66 C -2.0859 -2.9613 3.2033
67 H -0.1881 3.4915 -0.2340
68 N 0.1396 0.7304 -2.3756
69 C -2.5457 -3.3361 -2.5254
70 N -1.0438 -1.7712 -1.9709
71 H -1.0754 -3.2354 3.5078
72 C 1.8815 2.0980 2.1757
73 H 1.0995 -0.6092 4.0913
74 H 0.7649 0.4014 -5.5912
75 H 0.6492 2.0349 -6.2713
76 H -2.7120 -2.9189 4.0925
77 H 0.9663 4.4645 3.2495
78 H 0.0527 1.2596 2.9118
79 H -3.3642 2.7751 -4.0164
80 N -0.7189 1.3657 -3.2574
81 C 2.0418 -3.8181 0.8916

Results
- Highest occupied orbital energy: -4.87 eV
- Energy above the lowest of the compared OMol25 structures with the same formula, charge and spin: 0.0 kcal per mole
- Net charge: 0

Formula: C13H45O12Ti
Source: the OMol25 dataset
Level of theory: ωB97M-V/def2-TZVPD

Geometry (Å):
1 H -1.6082 -1.1913 -1.0154
2 H 2.9704 2.8630 0.2829
3 H -0.6326 -0.6662 -2.2695
4 H -1.2106 -1.9179 0.8188
5 O -1.8568 -2.7216 2.6292
6 H -2.7208 0.5937 -3.7054
7 O -0.9176 -0.1100 -2.9981
8 H -1.9241 -3.1247 0.0163
9 C -2.8018 -2.5865 -0.3415
10 H 3.1300 1.3827 4.0791
11 O -0.6495 -1.5679 -1.7182
12 C 0.1794 -4.1501 0.9897
13 H 4.5848 -2.3910 -1.0295
14 H -2.3009 4.1531 0.3655
15 C -1.2807 1.1183 2.5472
16 O 1.0194 -2.2529 -0.6567
17 H 1.1988 0.0309 0.4486
18 H 1.0812 -2.5601 0.3606
19 H -0.7937 -3.7422 0.7163
20 H -2.2824 1.1170 -2.0372
21 O 1.2496 -3.2201 1.0372
22 H -0.7607 2.8771 3.2230
23 H -1.7684 1.3779 1.6076
24 C 2.0027 2.9504 -0.2111
25 H -0.7806 2.1488 -1.3402
26 H -0.1491 0.7231 -0.4929
27 H 0.3604 -5.0029 0.3354
28 O 3.0248 0.6202 3.5053
29 H 0.3395 1.0994 -3.5496
30 H 2.0263 0.9620 -0.4687
31 H -0.4739 -0.2973 0.9666
32 H -0.2671 0.8649 2.2365
33 H -1.7927 -2.5385 3.5694
34 C -1.8342 3.8182 -0.5609
35 H -1.2164 4.6609 -0.8712
36 C -2.2716 0.2987 -2.7571
37 O 1.4388 1.6314 -0.1104
38 H -2.5976 3.7799 -1.3380
39 H 1.0285 0.8289 2.9119
40 H -2.0692 -0.8673 1.7438
41 H 2.0259 0.3390 1.6634
42 Ti 0.3442 -2.8747 -2.1671
43 O -0.1736 2.5818 0.5440
44 H 2.0195 -1.8224 -0.0644
45 C -1.1834 2.4549 -0.3747
46 O 2.9464 -1.5821 -0.1340
47 O 1.5721 2.5300 -3.1402
48 H 0.0882 -4.6265 1.9658
49 H 2.1475 2.0578 2.1868
50 H -0.4349 -1.3036 2.3080
51 H -3.1258 -3.0460 -1.2753
52 C 1.0041 1.3348 -2.7184
53 C -1.3591 -1.6842 1.8730
54 H 2.0899 3.2377 -1.2590
55 H 0.6052 2.1545 0.1798
56 C 2.0229 1.0246 2.5108
57 C 0.1754 -0.1265 0.1079
58 H -3.5491 -2.6436 0.4500
59 H 0.3990 1.5411 -1.8356
60 O -2.5114 -1.2181 -0.6909
61 H 1.4251 3.6811 0.3551
62 O -1.2785 2.1328 3.5385
63 H -1.9215 1.7062 -0.0870
64 H 3.5485 -1.5550 -2.1335
65 H 0.8021 3.0923 -3.2525
66 H 2.9742 -3.1256 -1.4251
67 H 1.7011 0.5202 -2.5216
68 C 3.5356 -2.2060 -1.2594
69 C 0.1944 -1.3406 -0.8241
70 H -2.8994 -0.4942 -2.3502
71 H -1.8578 0.2680 2.9105

Results
- Highest occupied orbital energy (alpha / beta): -7.07 / -9.03 eV
- Spin multiplicity: 4
- Net charge: 0

Formula: C29H39IrN3O7P3S3Si
Source: the OMol25 dataset
Level of theory: ωB97M-V/def2-TZVPD

Geometry (Å):
1 S -0.7262 0.9192 0.6907
2 C 2.9535 2.1061 2.3191
3 O -1.0277 -3.6371 -2.2005
4 C -0.0693 0.8103 3.8532
5 H -2.8633 -2.4861 4.0829
6 H -1.9227 2.9001 5.8117
7 O 1.9993 1.2281 2.7978
8 H -4.5689 -3.4604 0.3011
9 H 4.1803 1.9453 4.0591
10 C -3.2793 1.1428 -4.5150
11 O -3.6899 -0.0733 0.2688
12 H 1.5058 -1.2210 5.7692
13 P 1.1115 0.0092 -3.6129
14 H 0.0107 -1.1074 6.7026
15 S 1.7485 1.0006 -2.0105
16 H 3.6631 3.8326 -0.4841
17 H 2.2639 -1.2008 -6.0355
18 P -3.3981 -1.5131 0.8980
19 C -1.0935 1.2850 4.6732
20 Ir -0.2622 -1.0727 1.4306
21 H -3.1667 -2.4887 -2.7703
22 H -4.3116 1.3924 -4.7293
23 H -0.0801 4.4665 5.2280
24 O -0.2351 -2.3887 -0.1924
25 C 1.9497 0.6895 -5.0976
26 H 2.8380 3.6925 -6.3986
27 H -2.1992 -3.0250 5.6343
28 H -1.9217 0.6183 4.8734
29 H -4.4228 -3.9133 -1.3457
30 H 1.8160 -0.0884 0.2945
31 O -1.5207 -4.6625 0.0503
32 Si -0.4586 -1.8515 4.3743
33 P -1.2930 -3.3733 -0.6676
34 C -1.1019 2.5762 5.1841
35 C 4.0869 2.3769 3.0705
36 H 3.3379 -0.2252 -8.0514
37 C 2.3903 -0.1297 -6.1292
38 C -2.9704 -2.5526 -0.6211
39 C -2.2268 -2.1961 4.9179
40 H -4.2543 -1.3540 -1.9071
41 O -4.6276 -2.1717 1.4233
42 C -1.4081 1.1194 -2.9997
43 C 4.9216 3.7199 1.2553
44 H -3.3129 -4.5329 -0.2099
45 H -2.9155 0.3001 -6.4580
46 N 1.7247 -0.8611 0.9625
47 H 2.2801 -0.6520 1.7864
48 C 2.7834 2.6334 1.0488
49 H -2.5405 -1.0096 -2.0578
50 H -0.4062 -2.9834 -2.6265
51 H -3.3383 1.9091 -2.5098
52 C 0.1034 -3.3516 3.3814
53 C 0.9716 1.7171 3.5665
54 C -0.0800 3.4487 4.8594
55 H -0.9754 1.3566 -2.0353
56 H -2.9219 0.5048 0.4818
57 C 0.5437 -1.7020 5.9577
58 H 0.7340 -2.6886 6.3889
59 C -2.4960 0.5283 -5.4856
60 N -0.0548 -0.4990 3.3668
61 C -1.1772 0.2062 -5.2093
62 H -0.5697 -0.2836 -5.9615
63 S 1.2336 -1.9768 -3.6889
64 H -0.4624 -3.5186 2.4536
65 H 5.6981 4.3456 0.8342
66 H 2.0764 -1.6838 0.4786
67 C 2.9918 0.4225 -7.2550
68 C 3.7810 3.4376 0.5167
69 C -3.2639 -1.8115 -1.9205
70 N -3.9239 -3.7301 -0.4804
71 H 1.7629 3.6903 3.7799
72 C -2.7335 1.4374 -3.2750
73 H 1.1680 -3.3020 3.1378
74 H 1.7952 2.7017 -4.3847
75 C 5.0718 3.1919 2.5318
76 C 2.7114 2.6191 -6.3270
77 C 3.1500 1.7955 -7.3572
78 C -0.6243 0.4988 -3.9643
79 H -0.0508 -4.2567 3.9758
80 C 2.1191 2.0688 -5.2021
81 H 3.6184 2.2256 -8.2344
82 H 5.9634 3.4089 3.1065
83 H -2.6909 -1.3470 5.4217
84 C 0.9580 3.0161 4.0411
85 O -2.2562 -1.3163 1.8690
86 H 1.8775 2.4044 0.5007

Results
- Highest occupied orbital energy (alpha / beta): -5.10 / -5.01 eV
- Spin multiplicity: 2
- Energy above the lowest of the compared OMol25 structures with the same formula, charge and spin: 0.0 kcal per mole
- Net charge: -1

Results for molar mass: 431.18, 586.56, 441.36, 951.07 (in g mol⁻¹, following the order of the records).